(1)
A single C5H5F2N3 molecule. Source: OMol25; level of theory: wB97M-V/def2-TZVPD.

Each line ends with the natural charge from an NBO analysis.
Positions of all 15 atoms, in Å:
C (2.44004, 0.20868, 0.02579)  -0.412
C (0.02768, -0.24206, -0.03306)  0.447
C (-1.08336, -1.12665, -0.01054)  -0.449
C (-2.30754, -0.51067, -0.01211)  0.636
C (-1.40398, 1.49366, -0.01389)  0.783
H (2.43688, 0.78588, 0.95249)  0.206
H (3.35423, -0.37098, -0.06580)  0.207
H (2.39982, 0.92613, -0.80217)  0.215
H (1.46069, -1.69017, 0.04284)  0.400
H (-0.99572, -2.20828, -0.00608)  0.237
N (1.30484, -0.69462, -0.04226)  -0.569
N (-2.51691, 0.79887, -0.01547)  -0.547
N (-0.15304, 1.08978, -0.03266)  -0.561
F (-3.40028, -1.26084, 0.01085)  -0.301
F (-1.56335, 2.80127, 0.00209)  -0.292

SMILES: CNc1cc(F)nc(F)n1
E_LUMO (eV): 0.6
Energy above the lowest of the compared OMol25 structures with the same formula, charge and spin (kJ/mol): 0.0
E_HOMO (eV): -9.22
Gap between HOMO and LUMO (eV): 9.87

(2)
A single C2H4Cl2N2 molecule in a non-equilibrium geometry. Source: OMol25; level of theory: wB97M-V/def2-TZVPD.

Each line ends with the natural charge from an NBO analysis.
Positions of all 10 atoms, in Å:
C (-0.12438, 0.74688, 0.56761)  0.464
C (0.35733, -0.52174, 0.01836)  -0.705
N (0.48164, 1.16887, 2.04576)  -0.585
N (-1.04332, 1.53098, 0.06447)  -0.568
Cl (-0.12490, 2.66029, 2.54858)  0.052
Cl (-1.59666, 1.44696, -1.59413)  0.144
H (0.18418, -0.55934, -1.05737)  0.237
H (1.41596, -0.64131, 0.23654)  0.266
H (-0.17304, -1.34934, 0.49058)  0.262
H (-1.22423, 2.42077, 0.52457)  0.434

SMILES: C/C(=N/Cl)NCl
E_LUMO (spin up / spin down) (eV): -0.3 / -0.3
Energy above the lowest of the compared OMol25 structures with the same formula, charge and spin (kJ/mol): 348.3
E_HOMO (spin up / spin down) (eV): -8.07 / -8.07
Gap between HOMO and LUMO (spin up / spin down) (eV): 7.81 / 7.81

(3)
A molecular structure, C53H62NO8Pd. Source: OMol25; level of theory: wB97M-V/def2-TZVPD.

Each line ends with the Löwdin charge.
Positions of all 125 atoms, in Å:
Pd (-2.10479, 0.87826, 0.23567)  1.127
C (-2.66846, 3.14742, -1.86108)  0.004
O (-1.71798, 2.19643, -1.34788)  -0.247
C (-0.47318, 2.19086, -1.95579)  -0.187
C (-0.25880, 1.33101, -3.02915)  -0.107
C (-1.32279, 0.34501, -3.45329)  -0.066
C (-1.10560, -0.98058, -2.76031)  -0.122
C (-0.19705, -1.87763, -3.29745)  0.001
C (0.10345, -3.09707, -2.69593)  -0.175
C (-0.56461, -3.38325, -1.51416)  0.009
C (-1.48530, -2.51101, -0.94461)  -0.127
C (-2.11408, -2.87553, 0.37803)  -0.067
C (-1.16839, -2.50735, 1.49240)  -0.114
C (-0.06291, -3.30058, 1.79165)  0.029
C (0.89642, -2.90905, 2.71368)  -0.155
C (0.72835, -1.67969, 3.35290)  0.020
C (-0.35510, -0.85767, 3.08825)  -0.108
C (-0.45047, 0.53827, 3.65452)  -0.068
C (0.41027, 1.47150, 2.83535)  -0.126
C (1.76949, 1.54245, 3.12698)  0.008
C (2.64810, 2.32477, 2.39367)  -0.175
C (2.09516, 3.05833, 1.34631)  0.001
C (0.74963, 3.01159, 1.02321)  -0.123
C (0.26428, 3.79428, -0.17233)  -0.066
C (0.51296, 3.00633, -1.43397)  -0.111
C (1.76577, 2.97518, -2.04348)  0.030
C (2.03221, 2.15066, -3.12801)  -0.155
C (1.00179, 1.33901, -3.60543)  0.019
C (3.41269, 2.06819, -3.78001)  -0.555
C (3.94463, 0.63423, -3.64355)  -0.043
C (4.42083, 3.01431, -3.12767)  -0.068
C (3.30302, 2.43037, -5.26674)  -0.050
C (-0.13767, 2.20425, 1.76757)  -0.288
O (-1.45701, 2.22044, 1.54566)  -0.204
C (4.14782, 2.40047, 2.67253)  -0.558
C (4.91663, 1.93603, 1.42714)  -0.048
C (4.56509, 1.51388, 3.84600)  -0.069
C (4.54130, 3.84739, 2.99691)  -0.052
C (-1.29649, -1.30604, 2.16399)  -0.191
O (-2.38073, -0.48867, 1.87717)  -0.231
C (-3.52992, -0.74150, 2.69701)  -0.012
C (2.14272, -3.74337, 3.00833)  -0.554
C (2.14814, -5.06545, 2.24043)  -0.068
C (3.38766, -2.94361, 2.59780)  -0.042
C (2.21296, -4.05974, 4.50876)  -0.051
C (-1.78265, -1.28122, -1.55839)  -0.292
O (-2.73404, -0.47907, -1.07641)  -0.206
C (1.13556, -4.02821, -3.32818)  -0.558
C (0.68104, -4.42380, -4.73928)  -0.053
C (1.34080, -5.30650, -2.51363)  -0.069
C (2.48374, -3.30018, -3.42139)  -0.049
H (-2.23279, 4.14668, -1.79911)  0.101
H (-3.55383, 3.08388, -1.22835)  0.069
H (-2.88513, 2.90387, -2.90300)  0.098
H (-1.26713, 0.20489, -4.53456)  0.123
H (-2.31514, 0.71155, -3.19896)  0.109
H (0.29274, -1.60603, -4.22833)  0.107
H (-0.37798, -4.31875, -1.00163)  0.096
H (-2.30775, -3.94970, 0.40768)  0.125
H (-3.05911, -2.34417, 0.47940)  0.113
H (0.04615, -4.23536, 1.25858)  0.099
H (1.47579, -1.32902, 4.05595)  0.110
H (-0.10118, 0.53769, 4.68887)  0.124
H (-1.47617, 0.89499, 3.63084)  0.109
H (2.13171, 0.95698, 3.96361)  0.097
H (2.73571, 3.69956, 0.74803)  0.106
H (0.80782, 4.73967, -0.23387)  0.125
H (-0.79492, 4.00646, -0.04482)  0.112
H (2.54510, 3.60124, -1.62961)  0.101
H (1.18566, 0.66651, -4.43613)  0.110
H (4.01550, 0.34855, -2.59232)  0.092
H (4.93800, 0.55369, -4.09260)  0.083
H (3.29042, -0.08446, -4.13845)  0.063
H (4.57213, 2.77566, -2.07291)  0.073
H (4.10286, 4.05586, -3.20261)  0.086
H (5.38493, 2.92059, -3.63240)  0.083
H (2.62413, 1.75813, -5.79306)  0.075
H (4.28342, 2.36386, -5.74545)  0.081
H (2.92826, 3.44852, -5.38913)  0.089
H (4.65529, 0.90592, 1.17724)  0.088
H (5.99506, 1.98818, 1.60112)  0.081
H (4.68271, 2.55730, 0.56100)  0.064
H (4.33184, 0.46423, 3.65511)  0.072
H (4.06950, 1.81293, 4.77139)  0.085
H (5.64337, 1.59519, 4.00132)  0.082
H (4.29505, 4.51877, 2.17331)  0.075
H (5.61611, 3.91979, 3.18435)  0.079
H (4.01140, 4.19913, 3.88402)  0.088
H (-3.78079, -1.80293, 2.63096)  0.101
H (-4.33081, -0.12491, 2.30343)  0.072
H (-3.29147, -0.48619, 3.73207)  0.099
H (2.14969, -4.90597, 1.15984)  0.074
H (1.28308, -5.68086, 2.49443)  0.087
H (3.04844, -5.62929, 2.49486)  0.083
H (3.35862, -2.70814, 1.53243)  0.091
H (4.29394, -3.52010, 2.80151)  0.083
H (3.45565, -2.00168, 3.14412)  0.066
H (1.33452, -4.62609, 4.82401)  0.089
H (2.25749, -3.15011, 5.10866)  0.075
H (3.10374, -4.65359, 4.72851)  0.081
H (-0.27910, -4.94176, -4.70220)  0.088
H (1.41446, -5.08715, -5.20620)  0.079
H (0.56267, -3.54761, -5.37813)  0.075
H (0.41732, -5.88259, -2.43137)  0.085
H (1.69700, -5.08500, -1.50444)  0.073
H (2.08706, -5.93682, -3.00299)  0.081
H (2.40392, -2.39261, -4.02262)  0.062
H (3.23788, -3.94592, -3.87990)  0.081
H (2.83314, -3.00889, -2.42875)  0.089
O (-4.78530, 1.04574, 0.66706)  -0.062
C (-5.38391, 2.13494, 0.57974)  -0.646
O (-4.93505, 3.26003, 0.32359)  -0.023
C (-6.89647, 2.06693, 0.87318)  -0.102
C (-7.52879, 0.84019, 1.05046)  -0.008
C (-8.88794, 0.77395, 1.30831)  -0.004
C (-9.59699, 1.95859, 1.39045)  -0.166
C (-9.00179, 3.19555, 1.22071)  -0.004
C (-7.64294, 3.23904, 0.95726)  -0.008
N (-11.04228, 1.90023, 1.66787)  -0.360
O (-11.64212, 2.95366, 1.76827)  0.054
O (-11.54092, 0.80559, 1.84795)  0.054
H (-6.92760, -0.05562, 0.97211)  0.113
H (-9.40020, -0.16772, 1.44374)  0.112
H (-9.60024, 4.09239, 1.29410)  0.112
H (-7.12795, 4.17780, 0.80860)  0.113

E_LUMO (eV): 2.0
E_HOMO (eV): -5.07
Charge: -1
Gap between HOMO and LUMO (eV): 7.03

(4)
A gas-phase ion, C7H9N4O (charge +1) in a non-equilibrium geometry. Source: OMol25; level of theory: wB97M-V/def2-TZVPD.

Each line ends with the natural charge from an NBO analysis.
Positions of all 21 atoms, in Å:
C (-1.43099, -0.27866, -2.33832)  -0.309
C (1.62084, -0.05658, -0.48583)  -0.465
C (-1.15077, 0.16508, -1.02652)  0.145
C (-0.36805, -0.60430, -3.14355)  0.049
C (1.33378, -0.41709, -1.73191)  0.497
C (-0.45324, 0.60502, 1.95902)  0.783
C (0.95285, -0.92749, 0.65426)  -0.264
N (0.92960, -0.81594, -2.78511)  -0.418
N (-0.29732, -0.27160, 1.02659)  -0.250
N (0.56364, 1.00283, 2.68082)  -0.788
N (-1.32009, -0.54097, 0.07746)  -0.241
O (-1.64387, 1.09767, 2.07328)  -0.604
H (-2.41417, -0.35731, -2.62328)  0.260
H (2.14665, 0.80230, -0.10187)  0.259
H (-0.46898, 0.99487, -0.81696)  0.190
H (-0.48670, -0.67247, -4.26905)  0.236
H (0.78146, -1.93493, 0.15998)  0.275
H (1.79670, -1.15517, 1.47369)  0.247
H (1.42795, 0.37905, 2.78533)  0.441
H (0.42368, 1.58461, 3.55852)  0.439
H (-1.94297, 1.40108, 2.87345)  0.520

E_LUMO (eV): -3.8
Energy above the lowest of the compared OMol25 structures with the same formula, charge and spin (kJ/mol): 290.6
E_HOMO (eV): -12.50
Charge: +1
Gap between HOMO and LUMO (eV): 8.66

Which formula does entry 4 have? C7H9N4O